Density functional theory data (ωB97M-V/def2-TZVPD) for a structure of composition C25H30CeN5O2 in a non-equilibrium geometry.

Each line ends with the Mulliken charge.
Geometry (Å):
Ce  0.24830  -0.41616  0.88311  0.30
C  3.68387  -2.41447  1.46359  -1.36
C  2.43330  -1.84259  2.13108  0.75
C  1.22876  -2.57642  2.34305  -0.76
C  0.26780  -2.01927  3.18683  0.61
C  -0.73548  -2.92357  3.89644  -1.46
C  0.33192  -0.66260  3.58612  -0.75
C  1.55152  0.07776  3.33508  0.94
C  1.62489  1.49787  3.84819  -1.79
C  2.57253  -0.52101  2.62706  -0.47
H  3.79151  -2.10268  0.42029  0.26
H  3.53152  -3.49679  1.41539  0.44
H  4.60418  -2.22830  2.05885  0.43
H  1.18697  -3.54489  1.83300  0.49
H  -1.79780  -2.67064  3.68741  0.31
H  -0.52920  -2.84201  4.99247  0.39
H  -0.53045  -3.93878  3.61012  0.47
H  -0.44943  -0.15151  4.09467  0.71
H  1.53586  2.29794  3.15194  0.23
H  2.54865  1.65363  4.42278  0.49
H  0.83042  1.53783  4.61092  0.47
H  3.46988  0.05575  2.38968  0.67
N  -4.05222  0.87184  0.64138  -0.34
C  -2.75184  0.95367  0.69004  0.61
O  -1.98767  -0.03956  0.40453  -0.17
C  -2.15198  2.29155  1.25951  -1.00
C  -0.76529  2.11734  1.85923  -0.80
H  -4.53759  0.06591  0.16532  0.31
H  -4.52393  1.75215  0.81133  0.25
H  -2.89384  2.74967  1.94361  0.53
H  -1.96219  3.13875  0.48822  0.38
H  -0.69805  1.79671  2.89470  0.54
H  -0.00370  2.76792  1.50618  0.35
N  -2.75796  -2.65256  -5.10279  -0.44
C  -1.42294  -2.40904  -4.79419  0.26
O  -0.60824  -2.13149  -5.67057  -0.54
C  -0.93256  -2.46219  -3.38462  0.95
C  0.42374  -2.14372  -3.12587  -0.62
C  0.87181  -2.12091  -1.80377  -0.07
N  -0.02429  -2.23088  -0.78495  -0.13
C  -1.35776  -2.47367  -1.03352  -0.43
C  -1.83461  -2.69111  -2.31854  -0.68
H  -2.85311  -2.74777  -6.09432  0.31
H  -3.25763  -3.34112  -4.52952  0.24
H  1.17096  -1.83811  -3.94112  0.43
H  1.94822  -2.00280  -1.60566  0.37
H  -1.98968  -2.61759  -0.19789  0.61
H  -2.96604  -2.81332  -2.46696  0.24
N  2.26715  3.19321  -0.81981  -0.01
C  2.20388  1.94924  -0.28254  -0.51
N  1.23196  1.21542  -0.82505  -0.03
C  0.55007  2.08527  -1.70587  0.33
C  -0.56018  1.97014  -2.49583  -0.27
C  -0.99146  3.06978  -3.24821  -1.01
C  -0.25452  4.28908  -3.26491  -0.53
C  0.82869  4.43323  -2.45129  -0.95
C  1.15394  3.38070  -1.63519  0.64
H  3.03149  3.87331  -0.61745  0.32
H  2.95142  1.63821  0.47171  0.51
H  -1.11449  1.07642  -2.61405  0.64
H  -1.89371  3.00398  -3.83162  0.49
H  -0.39141  4.99892  -4.07493  0.41
H  1.50606  5.26430  -2.40279  0.45

Force components x, y, z for each atom (eV/Å):
Ce -1.2 1.8 -1.9
C -0.8 -1.0 0.2
C 1.0 0.5 0.0
C 1.9 0.8 -0.5
C -1.2 -0.3 1.7
C -0.2 0.7 -0.1
C 2.7 -0.3 -1.1
C -1.8 0.6 0.3
C 0.1 -1.2 2.0
C -0.2 -0.5 -0.7
H 0.2 0.3 0.2
H 0.3 0.0 0.0
H -0.7 0.1 -0.5
H -0.4 0.1 0.8
H 0.6 -0.1 0.3
H -0.3 0.0 -0.8
H -0.2 -0.5 -0.1
H -0.6 -0.1 0.7
H -0.1 0.4 -0.7
H 0.0 -0.1 -0.3
H 0.2 0.6 -0.3
H -0.1 -0.3 0.3
N -0.4 -0.7 -1.1
C 1.2 0.8 0.7
O -0.1 0.8 0.4
C 0.6 0.9 -1.3
C -0.6 -2.5 0.0
H 0.6 1.3 0.9
H -0.6 -0.4 -0.1
H 0.4 -0.4 0.0
H -0.9 -1.8 0.5
H -0.1 0.4 0.0
H 0.5 0.6 -0.1
N 1.2 -0.3 1.7
C 0.4 -0.2 -2.5
O -0.9 0.0 1.2
C -0.2 0.4 0.9
C 0.7 0.2 -0.6
C -1.2 -0.1 -0.7
N -0.4 0.2 0.3
C 1.9 -0.7 -1.3
C -0.6 0.8 -0.1
H -0.4 -0.1 -0.5
H 0.2 0.5 -0.6
H -1.5 -0.9 1.0
H -0.6 0.1 0.3
H -0.5 0.2 0.8
H 2.0 -0.1 0.1
N 0.5 0.2 1.3
C 0.8 0.8 -0.7
N -0.4 -0.1 1.0
C 1.0 1.7 1.1
C -1.2 0.7 -1.1
C 0.9 0.4 0.6
C -0.3 -0.9 -1.0
C 0.7 0.2 0.6
C 0.8 -2.3 -0.1
H -1.1 -0.7 -0.2
H -0.6 0.0 -0.7
H -0.4 -1.0 0.1
H 0.0 -0.2 -0.3
H -0.5 0.2 0.4
H -0.2 0.6 -0.4

Output
calculated total energy	-50860.4872	eV
F_max	2.9	eV Å⁻¹
LUMO (spin up / spin down)	-11.188 / -11.252	eV
frontier orbital gap (spin up / spin down)	5.722 / 5.659	eV
2S+1	1
HOMO level (spin up / spin down)	-16.910 / -16.910	eV
total charge	+3

=====

Density functional theory data (ωB97M-V/def2-TZVPD) for a structure of composition C25H30ClN5NaO5S4 in a non-equilibrium geometry.

Each line ends with the Mulliken charge.
Geometry (Å):
Na  -0.42548  -0.92280  0.37872  0.69
C  3.09026  -1.84080  -1.77806  0.12
C  2.27291  -2.20371  -3.01075  -1.09
S  0.57553  -1.54297  -3.04731  0.07
C  0.81915  0.13757  -3.70175  -0.86
C  1.63103  1.08952  -2.83326  -1.16
S  1.10544  0.98598  -1.09451  0.52
C  2.41241  2.01227  -0.36667  -1.14
C  2.39290  1.86835  1.15435  -1.14
S  1.97706  0.20145  1.77199  0.27
C  3.76904  -0.49996  1.07481  -1.34
C  3.62760  -1.99746  0.94851  -0.48
S  2.38528  -2.56932  -0.26675  -0.08
H  3.12022  -0.76400  -1.63306  -0.57
H  4.11197  -2.21602  -1.88933  0.56
H  2.13285  -3.28501  -3.05727  0.44
H  2.78357  -1.87807  -3.92000  0.47
H  -0.20301  0.50745  -3.79621  0.27
H  1.26754  0.06168  -4.69444  0.55
H  1.49370  2.11739  -3.17960  0.55
H  2.69653  0.85197  -2.88555  0.44
H  2.24005  3.05087  -0.66109  0.61
H  3.36672  1.68782  -0.78755  0.49
H  1.62819  2.51727  1.58170  0.34
H  3.36861  2.14036  1.56018  0.62
H  4.48887  -0.26793  1.86650  0.43
H  4.11473  -0.05387  0.13800  0.39
H  3.26048  -2.41514  1.89279  0.18
H  4.56515  -2.49734  0.68685  0.51
O  -5.69535  -1.87143  -1.91223  -0.63
C  -5.75079  -0.56838  -1.85538  0.50
O  -6.79016  0.05888  -1.91507  -0.67
C  -4.43926  0.13126  -1.71477  -0.22
C  -4.24112  1.49137  -1.81981  0.05
Cl  -5.37732  2.72528  -2.10542  -0.17
N  -2.92090  1.73880  -1.59260  0.33
N  -2.25592  0.59573  -1.34770  0.11
C  -3.14296  -0.37585  -1.41703  0.61
C  -2.70493  -1.81466  -1.20064  0.27
O  -3.54542  -2.70696  -1.49788  -0.86
O  -1.56179  -1.99243  -0.75935  -0.65
C  -2.24011  2.98289  -1.54155  0.14
C  -1.41118  3.23341  -0.45529  -0.15
C  -0.73320  4.43877  -0.38013  -0.53
C  -0.87375  5.38792  -1.38314  -0.54
C  -1.70191  5.12889  -2.46532  -0.74
C  -2.38440  3.92524  -2.55285  -0.35
H  -4.71019  -2.22419  -1.77061  0.44
H  -1.31717  2.47990  0.31542  0.35
H  -0.09372  4.64670  0.46911  0.41
H  -0.34634  6.33191  -1.32347  0.39
H  -1.81451  5.86880  -3.24768  0.37
H  -3.01188  3.71463  -3.40581  0.47
N  1.86535  -4.39676  4.45339  -0.44
C  0.68121  -3.83981  4.04410  0.64
C  0.42796  -3.55142  2.69186  -0.27
N  -0.69655  -2.98630  2.30791  -0.22
C  -1.59706  -2.69079  3.24847  -0.28
C  -1.34173  -2.96519  4.57777  -0.36
N  -0.21069  -3.54195  4.98455  -0.67
H  2.44157  -4.85828  3.77353  0.22
H  1.89487  -4.73177  5.39959  0.25
H  1.14872  -3.79186  1.91597  0.32
H  -2.52489  -2.24299  2.91589  0.44
H  -2.05389  -2.71506  5.35581  0.41
C  -0.05537  0.80072  3.90285  -1.50
C  0.15807  0.78921  2.39398  0.65
O  -0.81906  0.63150  1.65677  -0.73
H  -0.29989  1.82769  4.18979  0.36
H  0.86047  0.50974  4.41440  0.31
H  -0.88411  0.15127  4.20133  0.28

Force components x, y, z for each atom (eV/Å):
Na 1.5 0.0 0.3
C 0.0 -0.1 0.2
C -0.3 0.2 0.1
S 0.1 0.0 -0.1
C 0.0 -0.3 0.2
C -0.1 0.1 0.3
S 0.3 0.3 -0.4
C -0.2 -0.2 -0.2
C -0.1 -0.3 0.0
S 0.7 0.0 0.1
C -0.2 0.2 0.0
C -0.1 0.0 -0.2
S 0.0 0.1 -0.1
H 0.0 0.0 0.0
H 0.0 0.0 0.0
H 0.1 0.0 -0.1
H 0.1 -0.1 0.0
H 0.0 0.0 -0.1
H -0.1 0.1 0.0
H 0.0 0.0 -0.1
H 0.0 0.0 0.0
H 0.1 0.0 0.1
H 0.0 0.0 0.0
H 0.1 0.1 0.0
H 0.0 0.1 0.0
H 0.1 0.0 -0.1
H 0.0 0.0 0.0
H 0.1 0.0 0.0
H 0.0 -0.1 0.2
O -1.0 0.7 -0.2
C -0.2 -0.3 -0.1
O 0.0 0.1 0.0
C 0.1 0.2 0.0
C 0.1 -0.3 0.2
Cl 0.1 0.1 0.0
N -0.4 -0.1 -0.2
N 0.2 -0.1 0.1
C -0.3 0.0 -0.2
C 0.3 0.0 0.0
O 0.9 -0.2 0.2
O -1.5 -1.0 -1.1
C 0.2 0.3 0.1
C -0.1 -0.1 0.1
C 0.1 0.1 0.0
C 0.0 0.0 0.0
C 0.0 0.0 0.0
C 0.0 -0.2 0.0
H 0.1 -0.4 0.0
H 0.1 0.0 0.0
H 0.0 -0.1 0.0
H 0.0 0.0 0.0
H 0.0 0.0 0.0
H -0.1 0.0 0.0
N 0.1 0.1 -0.1
C -0.2 0.1 0.1
C 0.0 0.0 -0.1
N 0.1 0.2 0.0
C -0.1 0.0 0.0
C 0.0 0.0 0.0
N 0.1 0.0 -0.1
H 0.0 0.0 0.0
H 0.0 -0.1 0.0
H 0.0 0.0 0.0
H 0.0 0.1 0.1
H -0.1 0.0 -0.1
C -0.2 -0.1 -0.1
C -0.1 0.2 0.4
O -0.5 0.8 0.9
H 0.0 0.0 0.0
H 0.0 0.0 0.0
H 0.0 0.1 0.0

Output
calculated total energy	-104382.0003	eV
F_max	2.2	eV Å⁻¹
LUMO	2.012	eV
frontier orbital gap	5.316	eV
2S+1	1
HOMO level	-3.304	eV
total charge	-1